Record 1
The following is a DFT calculation (the ωB97M-V functional and the def2-TZVPD basis) of a molecular structure, C16H44BrFeN4O4 at a distorted geometry.

Geometry as XYZ:
```
70
Properties=species:S:1:pos:R:3:forces:R:3:mulliken_spin:R:1
Fe 17.6578 12.0141 -26.4470 -0.53 0.45 0.84 6.52
Br 17.8938 14.4392 -25.6346 -0.18 -0.44 -0.19 0.37
C 14.7046 12.7850 -23.1000 -0.86 -0.77 -0.19 0.02
C 15.5057 11.6460 -23.7600 0.27 0.81 1.10 0.01
C 14.8256 10.3112 -23.6285 -0.30 0.12 -0.74 0.01
O 13.5997 10.4035 -24.3444 0.18 -0.14 0.38 0.00
C 12.8503 9.2015 -24.2503 -0.45 0.26 -0.64 0.00
N 15.7308 11.9890 -25.1864 0.24 1.06 -0.22 0.06
H 13.7316 12.8383 -23.5967 0.09 0.35 -0.05 0.00
H 15.2181 13.7443 -23.1208 0.07 -0.02 -0.09 -0.01
H 14.4638 12.5254 -22.0667 0.27 0.05 0.04 0.00
H 16.4491 11.6507 -23.2058 0.25 -0.44 -0.52 0.02
H 14.6199 10.0857 -22.5807 0.19 -0.10 0.08 0.00
H 15.4605 9.5459 -24.0866 0.01 -0.21 0.20 0.01
H 12.8123 8.8280 -23.2264 0.13 -0.12 -0.01 0.00
H 13.2264 8.4593 -24.9602 0.22 -0.18 0.31 0.00
H 11.8340 9.4294 -24.5742 0.03 0.09 0.12 0.00
H 14.8557 11.8316 -25.6937 0.25 -0.47 -0.09 -0.01
H 15.7794 13.0100 -25.1598 0.05 -0.03 -0.26 0.01
C 23.1130 12.4076 -26.1561 0.64 -0.04 -0.10 -0.01
C 22.3472 13.4282 -25.3284 -0.48 -0.09 -0.61 0.02
C 23.2114 14.6071 -24.9210 0.92 -0.64 0.36 0.00
O 22.6175 15.2776 -23.8156 -0.08 0.15 -0.49 0.00
C 23.4907 16.1661 -23.1546 -0.73 0.47 1.23 0.00
N 21.1753 13.8384 -26.1123 0.08 -0.12 -0.05 -0.02
H 23.5098 12.8296 -27.0849 0.06 0.18 0.11 0.00
H 22.5135 11.5546 -26.4674 -0.31 0.12 0.25 0.00
H 23.9520 12.0197 -25.5736 0.04 0.02 -0.13 0.00
H 22.0229 12.9008 -24.4275 -0.19 0.27 0.08 0.00
H 23.4192 15.2789 -25.7624 -0.32 0.14 -0.03 0.00
H 24.1979 14.2318 -24.6127 -0.06 0.02 0.14 0.00
H 22.9383 16.5350 -22.2804 0.01 -0.24 0.01 0.00
H 23.7244 17.0963 -23.6802 0.34 -0.40 -0.60 0.00
H 24.3578 15.6436 -22.7510 0.27 0.09 -0.36 0.00
H 20.5915 14.5249 -25.6538 0.03 -0.09 0.15 -0.01
H 21.5070 14.2512 -26.9795 -0.12 -0.03 -0.04 0.01
C 18.7025 18.3129 -22.8374 0.52 0.28 0.27 -0.01
C 19.8023 17.2833 -22.7064 -0.43 -0.73 0.00 0.01
C 19.3383 16.0123 -21.9209 -0.88 0.53 0.08 0.03
O 18.8881 16.3914 -20.6461 0.51 -0.12 0.63 0.02
C 19.9362 16.5484 -19.7066 0.94 -1.01 -0.09 0.00
N 20.1724 16.8082 -24.0337 -0.07 -0.22 -0.20 0.23
H 17.8463 17.9154 -23.3832 -0.11 0.03 0.09 0.00
H 19.1259 19.1683 -23.3679 -0.22 0.05 -0.10 0.01
H 18.4228 18.6608 -21.8445 -0.31 -0.10 -0.09 0.00
H 20.6392 17.7198 -22.1600 0.22 -0.06 -0.33 0.00
H 20.1057 15.2325 -21.9715 0.28 0.13 0.54 -0.01
H 18.4413 15.5497 -22.3422 0.09 0.28 -0.63 0.00
H 20.6859 17.2765 -20.0305 -0.27 0.38 0.21 0.00
H 20.5042 15.6088 -19.6149 -0.15 -0.04 -0.13 0.00
H 19.5742 16.7318 -18.7001 -0.40 0.47 -0.23 0.00
H 20.9142 16.0793 -24.0054 -0.07 0.57 -0.20 -0.02
H 19.3182 16.3915 -24.3946 0.08 -0.29 -0.20 0.03
C 17.8363 18.6906 -27.4954 0.18 0.01 -0.51 0.04
C 19.3566 18.7531 -27.3802 0.05 -0.33 -0.08 -0.03
C 19.8500 19.9573 -26.5800 0.28 -0.37 0.87 0.03
O 19.3838 21.1304 -27.1567 0.17 -0.28 -0.32 0.00
C 19.9139 22.2877 -26.5381 -0.50 0.19 0.45 0.00
N 19.8859 17.5114 -26.8279 -1.39 1.16 1.32 0.64
H 17.5095 17.7853 -28.0095 0.04 -0.03 0.00 0.00
H 17.4822 19.5408 -28.0762 -0.03 0.03 0.15 0.00
H 17.3898 18.7090 -26.5004 0.01 0.07 0.01 0.00
H 19.8850 18.8511 -28.3416 -0.44 0.02 -0.36 0.08
H 20.9460 19.8772 -26.5148 0.05 0.35 -0.17 0.00
H 19.4882 19.8893 -25.5379 -0.08 -0.14 -0.09 0.00
H 19.3096 23.1207 -26.8863 0.32 0.11 -0.31 0.00
H 20.9776 22.4045 -26.7402 0.03 0.12 -0.17 0.00
H 19.7608 22.2722 -25.4520 0.09 -0.26 0.03 0.00
H 20.2515 17.6312 -25.8636 1.25 -0.39 0.26 -0.02
H 19.1399 16.8205 -26.7144 0.19 -0.54 -0.73 -0.02
```
Positions in Å, forces in eV/Å.

Output
charge	+1
lowest unoccupied orbital energy (spin up / spin down)	-1.8065 / -7.3522	eV
gap between HOMO and LUMO (spin up / spin down)	5.06 / 4.37	eV
spin multiplicity	9
HOMO energy (spin up / spin down)	-6.9 / -11.7	eV

=====

Record 2
The following is a DFT calculation (the ωB97M-V functional and the def2-TZVPD basis) of a molecular structure, C16H46GeN7O2SScSi3 at a distorted geometry.

Geometry as XYZ:
```
77
Properties=species:S:1:pos:R:3:forces:R:3:mulliken_spin:R:1
Sc -0.7067 0.3902 0.9783 0.03 0.07 1.50 0.03
N -3.0896 -0.2749 2.0475 0.29 0.16 -0.33 0.00
N -3.3198 0.0871 3.3776 -0.04 0.13 0.21 0.00
C -2.4576 0.8505 4.0600 -0.16 -0.19 -0.14 0.00
N -2.7920 1.2413 5.2779 -0.04 -0.09 -0.02 0.00
S -0.9453 1.3100 3.4329 0.58 0.16 -0.41 0.00
H -3.8684 0.0565 1.4836 -0.01 0.13 -0.06 0.00
H -3.0818 -1.2921 1.9558 0.10 -0.11 0.00 0.00
H -4.1947 -0.1808 3.8052 -0.09 -0.05 -0.05 0.00
H -3.6585 0.9736 5.7219 0.00 0.05 -0.01 0.00
H -2.1459 1.8047 5.8072 0.02 -0.01 0.04 0.00
N 1.0845 -1.4324 1.4125 -0.29 0.15 -0.05 0.00
C 0.3443 -2.6820 1.0668 -0.16 0.20 -0.35 0.00
C 0.9429 -3.4524 -0.1241 0.11 -0.08 0.20 0.00
C 1.9831 -4.5148 0.2609 -0.14 0.06 -0.03 0.00
C 1.4103 -5.7910 0.8780 0.12 0.08 0.06 0.00
N 0.6200 -6.5417 -0.0988 0.02 0.19 -0.03 0.00
C -0.2204 -7.5324 0.1928 -0.01 -0.14 -0.08 0.00
N -0.4262 -7.8964 1.4556 -0.01 -0.01 0.05 0.00
N -0.8805 -8.1537 -0.7828 0.00 0.02 0.05 0.00
C -1.0773 -2.2400 0.7136 -0.15 -1.21 0.51 0.01
O -2.0473 -2.8237 1.1511 0.19 0.19 -0.23 0.00
O -1.1223 -1.1576 -0.0278 -0.31 -0.18 -0.52 0.00
H 1.8806 -1.3194 0.7911 0.02 0.15 -0.04 0.00
H 1.4735 -1.5095 2.3464 -0.01 0.14 0.07 0.00
H 0.2741 -3.3209 1.9455 -0.03 0.02 0.04 0.00
H 1.4041 -2.7252 -0.7973 -0.08 -0.04 -0.10 0.00
H 0.1281 -3.9250 -0.6783 0.00 0.05 -0.04 0.00
H 2.6960 -4.0957 0.9734 0.06 -0.05 0.00 0.00
H 2.5621 -4.7862 -0.6251 0.05 0.02 0.02 0.00
H 0.7750 -5.5415 1.7315 -0.04 -0.03 -0.02 0.00
H 2.2389 -6.4081 1.2320 -0.02 -0.01 0.06 0.00
H 0.8341 -6.3849 -1.0712 -0.02 -0.06 -0.04 0.00
H 0.1647 -7.5728 2.2015 0.01 0.02 -0.03 0.00
H -1.0435 -8.6623 1.6715 -0.01 0.00 0.00 0.00
H -0.7428 -7.9235 -1.7521 0.00 0.05 0.00 0.00
H -1.5020 -8.9192 -0.5824 0.02 -0.06 -0.01 0.00
C 3.0088 0.7571 -1.9655 -0.04 0.26 0.10 0.01
Si 2.5926 2.1795 -0.7896 -0.06 -0.27 0.04 -0.02
C 3.3328 3.8146 -1.3391 -0.13 -0.24 0.08 0.01
C 3.0950 1.6675 0.9792 -0.04 0.21 -0.25 0.01
Ge 0.1372 2.3017 -0.6714 0.45 0.26 -0.30 0.44
Si -0.6603 4.5606 0.0675 -0.29 0.09 0.12 0.11
C 0.4729 4.6409 1.5772 0.05 -0.11 -0.36 0.09
C -2.4612 4.3631 0.6011 0.27 0.14 -0.20 0.01
C -0.3331 5.8699 -1.2262 -0.05 -0.21 0.21 0.00
Si -0.7998 2.2770 -3.0629 -0.16 0.11 0.03 0.17
C -2.6367 2.5346 -2.7610 0.34 0.10 -0.13 0.02
C -0.3956 0.4739 -3.4323 0.10 0.28 0.12 0.10
C 0.1053 3.5253 -4.1190 -0.14 -0.22 0.17 0.01
H 3.9891 0.3320 -1.7393 0.02 0.06 0.04 0.00
H 3.0417 1.0958 -3.0029 -0.07 -0.03 0.00 0.00
H 2.2660 -0.0410 -1.8938 0.01 -0.04 -0.02 0.00
H 4.4238 3.7588 -1.3206 0.01 -0.02 0.01 0.00
H 3.0337 4.6440 -0.6963 0.01 -0.02 0.02 0.00
H 3.0320 4.0521 -2.3612 -0.01 -0.01 0.00 0.00
H 3.8400 0.8689 0.9651 0.00 0.00 -0.05 0.00
H 2.2321 1.3228 1.5575 0.05 -0.02 0.08 0.00
H 3.5370 2.5005 1.5289 -0.05 0.02 0.02 0.00
H 0.4171 3.7253 2.1685 -0.01 0.03 0.05 -0.02
H 0.1661 5.4693 2.2216 -0.08 0.04 -0.05 0.02
H 1.5139 4.8067 1.2946 -0.01 0.00 0.01 0.00
H -2.7092 3.3157 0.7820 -0.03 0.01 0.02 0.00
H -3.1503 4.7569 -0.1474 0.00 -0.07 -0.03 0.00
H -2.6401 4.9147 1.5268 0.06 0.02 0.01 0.00
H 0.6762 5.7815 -1.6317 0.01 0.01 0.03 0.00
H -0.4225 6.8635 -0.7787 -0.02 -0.01 0.04 0.01
H -1.0473 5.8170 -2.0491 -0.01 -0.02 0.02 0.00
H -2.9699 1.9745 -1.8857 0.00 -0.02 -0.02 0.00
H -3.2125 2.1830 -3.6213 0.03 0.00 -0.03 0.01
H -2.8796 3.5872 -2.6091 0.01 0.00 0.01 0.00
H -0.5358 -0.1569 -2.5519 -0.05 -0.06 -0.05 -0.03
H 0.6307 0.3640 -3.7825 0.01 0.02 0.03 0.00
H -1.0584 0.1050 -4.2200 -0.08 0.07 0.01 0.02
H 0.2569 4.4700 -3.5972 -0.05 -0.01 -0.03 0.00
H -0.4632 3.7322 -5.0295 -0.03 -0.02 0.00 0.01
H 1.0807 3.1376 -4.4168 0.00 -0.02 0.02 0.00
```
Positions in Å, forces in eV/Å.

Output
charge	+3
lowest unoccupied orbital energy (spin up / spin down)	-7.5970 / -9.6787	eV
gap between HOMO and LUMO (spin up / spin down)	7.83 / 5.76	eV
spin multiplicity	2
HOMO energy (spin up / spin down)	-15.4 / -15.4	eV